# 1
The following is a quantum chemistry calculation of one molecule with the formula C23H27FN2O4, from the Open Molecules 2025 dataset.

XYZ file:
```
57
Properties=species:S:1:pos:R:3:forces:R:3:nbo_charge:R:1
C 2.82424 7.38681 2.89607 -0.07 0.22 0.04 -0.25
O 3.26553 6.06917 2.68261 -0.04 -0.47 -0.13 -0.51
C 2.38088 5.14457 2.19216 0.14 -0.05 0.02 0.22
C 1.05387 5.44527 1.89891 0.07 0.11 0.04 -0.27
C 0.17980 4.49891 1.40510 0.04 -0.21 -0.05 -0.20
C 0.60720 3.19215 1.18153 0.45 0.51 0.26 -0.10
C -0.25338 2.14253 0.66721 -0.59 -0.24 -0.23 -0.14
C -1.52489 2.27429 0.27515 0.45 0.18 0.01 -0.27
C -2.34289 1.18746 -0.30658 -0.05 -0.27 0.21 0.64
O -3.20012 1.40080 -1.14486 -0.10 0.18 -0.18 -0.62
N -2.10111 -0.05278 0.19320 0.12 -0.19 0.19 -0.62
C -2.60641 -1.24515 -0.43692 0.13 -0.01 -0.33 -0.23
C -1.47582 -1.92567 -1.23035 -0.22 0.09 0.15 -0.06
C -1.92262 -3.14595 -2.00489 0.10 0.13 -0.05 -0.08
C -2.79202 -4.09166 -1.47130 0.06 0.08 -0.13 -0.14
C -3.13730 -5.22510 -2.18529 -0.02 -0.17 -0.17 -0.30
C -2.59995 -5.41104 -3.44497 0.05 0.12 0.07 0.39
F -2.93065 -6.51647 -4.14448 0.02 0.09 0.06 -0.32
C -1.73464 -4.49104 -4.00638 -0.11 -0.23 -0.06 -0.28
C -1.40394 -3.36312 -3.27814 -0.11 -0.04 0.13 -0.18
N -0.34086 -2.16974 -0.33298 0.05 0.08 -0.04 -0.46
C 0.93197 -2.29278 -1.02265 0.29 0.00 0.28 -0.25
C 2.05433 -2.28200 0.01720 -0.01 0.13 -0.40 -0.07
O 1.90946 -3.33234 0.94183 0.09 -0.14 0.00 -0.52
C 0.66318 -3.24885 1.58863 -0.38 -0.10 0.05 -0.07
C -0.49214 -3.28608 0.58534 0.33 -0.02 0.23 -0.26
C 1.93524 2.88990 1.47797 -0.14 0.21 0.01 -0.23
C 2.83143 3.82715 1.97463 -0.04 0.05 0.00 0.33
O 4.07929 3.32771 2.19726 -0.37 -0.06 -0.11 -0.51
C 5.12530 4.13472 2.68916 0.45 0.17 0.17 -0.24
H 2.02036 7.42920 3.63789 0.02 0.00 -0.04 0.18
H 3.69233 7.92306 3.27719 -0.10 0.02 -0.02 0.20
H 2.48975 7.85722 1.96602 -0.01 -0.02 0.04 0.18
H 0.68783 6.44661 2.05883 0.01 0.10 0.03 0.22
H -0.83735 4.78697 1.19657 -0.12 0.05 -0.02 0.21
H 0.23084 1.17526 0.58850 -0.02 -0.15 -0.04 0.19
H -2.01422 3.23655 0.26513 -0.05 0.10 0.01 0.22
H -1.30047 -0.19349 0.78927 -0.05 0.11 -0.04 0.40
H -3.40448 -0.94479 -1.11905 0.03 -0.11 0.12 0.25
H -3.01817 -1.90496 0.32965 -0.05 -0.03 -0.09 0.19
H -1.11950 -1.17921 -1.95130 -0.07 -0.07 0.06 0.21
H -3.21718 -3.95041 -0.49056 -0.05 0.02 0.13 0.20
H -3.81393 -5.95911 -1.77711 -0.07 -0.09 0.01 0.23
H -1.33513 -4.66031 -4.99369 0.02 -0.04 -0.11 0.23
H -0.73449 -2.63484 -3.71210 0.07 0.09 -0.04 0.21
H 1.05855 -1.44302 -1.69708 0.01 -0.02 -0.03 0.21
H 0.99339 -3.22640 -1.60704 0.01 0.07 -0.01 0.18
H 3.02454 -2.42385 -0.46112 -0.04 0.07 0.01 0.20
H 2.04671 -1.31657 0.54701 0.02 -0.04 -0.06 0.16
H 0.61107 -4.10231 2.26641 -0.05 0.07 0.00 0.20
H 0.60755 -2.31582 2.17158 -0.02 -0.08 -0.01 0.16
H -1.43358 -3.19241 1.12668 -0.05 -0.07 0.04 0.20
H -0.47556 -4.25539 0.05939 -0.05 0.06 0.07 0.18
H 2.31669 1.89192 1.32267 0.04 -0.14 -0.02 0.22
H 5.98577 3.46893 2.75666 -0.04 0.06 0.00 0.19
H 5.35589 4.95803 2.01010 0.00 -0.07 0.07 0.18
H 4.89770 4.53517 3.67910 0.04 -0.03 -0.09 0.18
```
Positions in Å, forces in eV/Å.

The LUMO energy comes out at 0.4 eV. For the energy above the lowest of the compared OMol25 structures with the same formula, charge and spin, the calculation gives 209.0 kJ/mol. As for the HOMO energy: -8.05 eV. The value obtained for the gap between HOMO and LUMO is 8.492 eV.

***

# 2
The following is a quantum chemistry calculation of one molecule with the formula C4H5N3O in a non-equilibrium geometry, from the Open Molecules 2025 dataset.

XYZ file:
```
13
Properties=species:S:1:pos:R:3:forces:R:3:nbo_charge:R:1
H -2.31823 -2.15665 0.04413 -0.91 0.85 -0.22 0.35
N -2.76460 -1.19975 -0.00071 2.20 -0.43 0.13 -0.50
C -1.74576 -0.42756 -0.01932 -1.66 -0.19 0.54 0.45
N -1.86540 1.01070 0.02333 -0.03 -0.68 -0.48 -0.37
C -0.65566 1.39216 -0.01578 0.06 1.77 0.01 0.04
C 0.28374 0.24286 -0.01166 0.80 0.95 0.36 0.22
C 1.78022 0.30841 0.02622 -0.48 -0.09 -0.87 -0.11
O 2.34949 -0.98567 -0.01185 0.26 0.97 0.14 -0.70
N -0.37972 -0.82425 -0.00049 -0.35 -1.46 -0.14 -0.49
H -0.41332 2.47154 -0.05161 0.07 -0.77 0.13 0.21
H 2.08276 0.88635 0.92011 0.08 -0.24 -0.39 0.20
H 2.03085 0.88331 -0.90534 0.29 -0.29 0.78 0.20
H 1.61564 -1.60145 0.00297 -0.33 -0.40 0.01 0.49
```
Positions in Å, forces in eV/Å.

The LUMO energy comes out at -1.2 eV. For the energy above the lowest of the compared OMol25 structures with the same formula, charge and spin, the calculation gives 209.9 kJ/mol. As for the HOMO energy: -10.98 eV. The value obtained for the gap between HOMO and LUMO is 9.818 eV.

***

# 3
The following is a quantum chemistry calculation of C51H45N8O5S2SiSn as an isolated structure, from the Open Molecules 2025 dataset.

XYZ file:
```
113
Properties=species:S:1:pos:R:3:forces:R:3:mulliken_charge:R:1
Sn -0.08223 0.28390 0.82559 0.26 -0.40 0.22 0.58
N -3.81827 -1.88915 -1.19005 0.09 -0.09 0.19 -0.05
C -5.02114 -1.32690 -0.73235 -0.02 0.06 -0.01 -0.04
C -6.18218 -1.45122 -1.47531 -0.03 0.00 -0.02 -0.72
C -7.37190 -0.89959 -1.01406 0.03 0.00 0.01 -0.57
C -7.38916 -0.19510 0.17673 0.02 -0.01 0.01 -0.77
C -6.21523 -0.04802 0.90801 -0.03 0.01 -0.03 -0.62
C -5.03736 -0.62930 0.47250 -0.02 0.06 -0.02 0.93
S -3.57855 -0.53058 1.45811 -0.14 -0.04 0.06 -0.29
N -2.37562 -0.80801 0.31556 -0.10 0.11 -0.39 0.41
C -2.58871 -1.43702 -0.76225 -0.15 -0.05 -0.07 0.08
C -1.39957 -1.72744 -1.61206 -0.08 0.06 -0.01 0.56
C -1.47223 -2.30298 -2.87301 0.02 0.02 0.05 -1.02
C -0.29326 -2.58729 -3.54672 0.00 0.00 0.02 -0.89
C 0.91428 -2.28995 -2.94498 0.00 0.00 0.03 -1.42
C 0.89817 -1.68223 -1.69628 0.00 -0.05 -0.06 -0.68
N -0.23104 -1.40521 -1.05684 0.17 0.17 0.05 1.13
H -3.86478 -2.44964 -2.01855 0.01 0.01 -0.07 0.19
H -6.15594 -1.98529 -2.41873 0.00 0.00 0.00 0.34
H -8.27554 -1.01332 -1.59787 -0.01 0.00 0.00 0.37
H -8.30658 0.24863 0.53874 -0.01 0.01 0.00 0.38
H -6.21537 0.51463 1.83298 0.01 0.02 0.00 0.44
H -2.41968 -2.51472 -3.34610 -0.02 -0.01 0.01 0.39
H -0.32650 -3.03658 -4.53093 0.00 0.00 0.00 0.41
H 1.85655 -2.50777 -3.42788 0.01 0.00 0.00 0.57
H 1.79804 -1.40194 -1.16031 0.00 -0.01 -0.02 0.62
O -1.50883 -3.33339 1.90792 0.02 0.00 -0.01 -0.77
C -1.29569 -2.47276 2.73509 0.07 -0.11 -0.09 -0.70
N -0.90275 -1.17397 2.49383 0.44 0.24 0.20 1.05
C -0.85356 -0.47453 3.66945 0.06 0.04 0.18 0.15
O -0.62761 0.72285 3.76220 0.01 -0.09 0.01 -0.73
C -1.14406 -1.41311 4.80350 -0.05 -0.04 -0.01 0.23
C -1.16151 -1.22720 6.16923 0.00 -0.02 0.00 -0.41
C -1.48478 -2.32900 6.95756 0.00 0.01 0.01 -0.61
C -1.78749 -3.56002 6.38126 0.00 -0.01 0.00 -0.59
C -1.76893 -3.73127 4.99881 0.02 0.01 -0.01 -0.40
C -1.43401 -2.63679 4.23031 -0.03 0.01 -0.01 0.43
H -0.92612 -0.26431 6.60289 0.00 0.01 0.00 0.49
H -1.50375 -2.22987 8.03570 0.00 0.00 0.00 0.41
H -2.03937 -4.39624 7.02182 0.00 0.00 0.01 0.42
H -2.00465 -4.68135 4.53789 0.00 -0.02 -0.02 0.52
O -1.90679 8.50744 1.88138 0.01 0.02 0.02 -0.50
C -2.12576 7.32431 2.52493 -0.06 -0.03 -0.01 0.62
O -2.29218 7.34111 3.71651 0.02 0.02 0.01 -0.59
C -2.14269 6.10534 1.68617 0.01 0.02 0.02 0.94
C -2.06681 4.86313 2.32157 0.01 0.01 -0.01 -0.77
C -2.07744 3.68974 1.59818 0.02 0.01 0.02 -0.51
C -2.17769 3.69346 0.19202 0.13 -0.11 -0.01 0.29
S -2.16636 2.22300 -0.72277 -0.22 -0.01 -0.26 -0.22
C -2.25710 4.95141 -0.43592 -0.02 0.02 0.01 -1.06
C -2.24047 6.12302 0.29196 0.01 0.00 0.01 -0.84
H -1.69434 8.32868 0.95903 0.01 -0.01 -0.01 0.27
H -1.99071 4.84175 3.40083 0.00 0.00 0.01 0.46
H -1.99978 2.73943 2.11312 -0.02 0.00 0.01 0.49
H -2.34467 4.98309 -1.51465 0.00 -0.01 -0.01 0.37
H -2.33899 7.05540 -0.25745 -0.01 0.01 0.00 0.22
O 1.90106 -0.76521 0.88007 -0.25 0.27 0.05 1.34
Si 2.79664 -1.76465 1.75286 0.10 -0.17 0.01 -1.54
C 2.22362 -3.56529 1.68636 -0.08 0.05 0.01 0.92
C 2.40357 -4.29709 0.50859 0.00 0.03 -0.03 0.08
C 1.97031 -5.60822 0.39270 0.00 -0.01 -0.02 -0.78
C 1.34771 -6.22748 1.46840 -0.02 -0.02 0.01 -0.69
C 1.15876 -5.52409 2.64640 -0.03 0.02 0.00 -0.69
C 1.58797 -4.20682 2.74761 0.00 -0.01 0.03 -0.38
C 2.91403 -1.25887 3.56495 -0.05 0.03 -0.05 0.59
C 3.48023 -2.08575 4.54022 0.02 -0.03 -0.03 -0.25
C 3.55367 -1.69131 5.86637 0.00 0.00 0.03 -0.78
C 3.05974 -0.44966 6.24901 0.00 0.00 0.01 -0.58
C 2.50610 0.39197 5.29774 -0.01 0.02 0.03 -0.60
C 2.44349 -0.01170 3.97002 -0.05 0.01 -0.04 -0.30
C 4.57740 -1.85111 1.09956 -0.04 0.03 0.01 0.75
C 5.14980 -0.78438 0.40651 0.01 0.00 0.00 -0.50
C 6.46779 -0.81866 -0.02988 0.02 0.01 -0.01 -0.65
C 7.25255 -1.93302 0.22717 0.01 0.01 -0.01 -0.46
C 6.70902 -3.00642 0.91952 0.01 -0.02 0.00 -0.70
C 5.38887 -2.96211 1.34506 -0.02 -0.03 0.00 -0.43
H 2.90688 -3.83303 -0.33473 0.01 0.00 -0.01 0.45
H 2.12228 -6.15102 -0.53286 0.00 0.00 -0.01 0.42
H 1.00736 -7.25250 1.38430 0.00 0.00 0.00 0.36
H 0.66369 -5.99507 3.48592 -0.02 -0.01 0.03 0.42
H 1.42298 -3.67094 3.67554 -0.03 0.01 0.02 0.51
H 3.86518 -3.06098 4.26020 0.00 -0.01 0.00 0.37
H 3.98917 -2.35334 6.60531 0.00 0.00 0.00 0.39
H 3.10574 -0.14330 7.28718 0.00 0.00 0.00 0.38
H 2.10649 1.35664 5.58446 0.00 0.00 0.00 0.43
H 1.99861 0.65271 3.23884 -0.02 0.02 0.00 0.09
H 4.55230 0.09253 0.20435 -0.04 0.04 -0.01 0.37
H 6.87967 0.02666 -0.56820 0.00 0.00 -0.01 0.45
H 8.28172 -1.96583 -0.10964 0.00 0.00 0.00 0.37
H 7.31427 -3.88179 1.12395 0.00 0.00 0.00 0.40
H 4.97818 -3.81752 1.87111 0.00 -0.01 0.00 0.29
C 0.97282 1.81873 -2.66392 -0.01 0.00 0.00 -0.71
N 1.46729 1.92653 -1.28818 -0.03 -0.11 -0.08 0.90
C 2.88330 1.57801 -1.27091 0.00 -0.04 0.03 -0.63
N 3.68053 2.43945 -2.15116 0.04 -0.02 -0.01 0.12
C 3.13607 2.32118 -3.50589 -0.01 0.00 -0.03 -0.71
N 1.72091 2.68788 -3.58188 0.00 0.00 -0.02 0.08
C 1.58367 4.06611 -3.09790 -0.01 0.03 -0.02 -0.73
N 2.08658 4.23263 -1.73292 0.01 0.00 0.01 0.05
C 1.32836 3.32542 -0.86306 -0.02 -0.01 0.06 -0.29
C 3.49012 3.82464 -1.71006 0.01 0.04 0.01 -0.67
H -0.08326 2.09373 -2.67010 -0.01 0.00 0.01 0.22
H 1.07666 0.78162 -2.99844 0.01 0.03 0.00 0.15
H 2.99826 0.53823 -1.58545 0.04 0.00 0.00 -0.24
H 3.25078 1.66723 -0.24696 -0.01 0.01 0.00 0.31
H 3.25156 1.28731 -3.84236 0.00 0.01 0.00 0.35
H 3.70713 2.97289 -4.17302 0.00 -0.01 0.00 0.35
H 0.52782 4.34282 -3.11954 0.00 0.00 0.00 0.32
H 2.14080 4.73077 -3.76402 -0.01 0.00 0.00 0.35
H 0.27290 3.58984 -0.88794 -0.06 0.01 0.00 -0.17
H 1.69353 3.42298 0.16298 -0.01 -0.01 -0.02 0.23
H 3.87033 3.92432 -0.69089 0.01 0.00 -0.01 0.35
H 4.06363 4.48540 -2.36586 0.00 0.00 0.00 0.35
```
Positions in Å, forces in eV/Å.

The LUMO energy comes out at 1.7 eV. For the energy above the lowest of the compared OMol25 structures with the same formula, charge and spin, the calculation gives 0.4 kJ/mol. As for the HOMO energy: -4.22 eV. The value obtained for the gap between HOMO and LUMO is 5.872 eV. As for the charge: -1.

***

# 4
The following is a quantum chemistry calculation of one molecule with the formula C3H3NO2 in a non-equilibrium geometry, from the Open Molecules 2025 dataset.

XYZ file:
```
9
Properties=species:S:1:pos:R:3:forces:R:3:nbo_charge:R:1
C -1.41404 -0.23688 0.24595 -0.35 0.03 0.03 -0.24
O -0.06166 -0.24861 -0.18002 0.41 -0.60 0.02 -0.52
C 0.93904 0.54693 -0.51744 -0.01 0.31 -0.23 0.74
O 0.99200 1.53901 -1.18187 -0.36 -0.43 0.56 -0.50
C 2.10191 -0.16355 0.06952 0.98 -0.53 0.43 0.16
N 2.88466 -0.82107 0.60864 -0.55 0.78 -0.59 -0.25
H -1.49044 -1.22040 0.71108 -0.37 0.20 0.02 0.21
H -1.61628 0.53451 0.99243 0.16 0.05 -0.23 0.20
H -2.10371 -0.17489 -0.59439 0.08 0.18 -0.01 0.20
```
Positions in Å, forces in eV/Å.

The LUMO energy comes out at 0.1 eV. For the energy above the lowest of the compared OMol25 structures with the same formula, charge and spin, the calculation gives 204.0 kJ/mol. As for the HOMO energy: -11.65 eV. The value obtained for the gap between HOMO and LUMO is 11.796 eV.

***

# 5
The following is a quantum chemistry calculation of an isolated ion of composition CH4Cl2N2O3PS and charge -1 in a non-equilibrium geometry, from the Open Molecules 2025 dataset.

XYZ file:
```
14
Properties=species:S:1:pos:R:3:forces:R:3:nbo_charge:R:1
C -0.83322 0.19109 -0.08904 -0.19 -0.21 -0.44 -0.25
N 1.11144 -0.94356 1.98830 0.14 0.21 -0.07 -1.08
N 4.04062 -0.24682 2.14019 0.02 0.79 0.37 -0.70
O -1.40954 -1.17083 2.42372 0.03 0.14 -0.12 -1.16
O -0.10937 0.76595 3.60071 0.12 0.27 0.10 -1.12
O -0.50695 0.83758 1.10785 0.11 0.10 0.82 -0.82
P -0.38649 -0.09288 2.44527 -0.30 0.10 -0.29 2.45
S 1.51440 -2.23817 2.60060 -0.87 -0.69 0.10 0.90
Cl 4.03528 -1.86676 2.27278 0.93 -0.03 -0.46 0.24
Cl 1.41601 -2.15818 4.69903 0.03 -0.11 0.34 -0.31
H 0.03031 0.20982 -0.76013 -0.02 -0.03 -0.07 0.16
H -1.66866 0.72043 -0.56432 0.11 -0.10 0.02 0.16
H -1.12663 -0.84324 0.10770 -0.06 0.05 -0.18 0.20
H 3.72015 0.00680 1.20270 -0.05 -0.47 -0.12 0.32
```
Positions in Å, forces in eV/Å.

The LUMO energy (spin up / spin down) comes out at 2.2 / 2.6 eV. For the energy above the lowest of the compared OMol25 structures with the same formula, charge and spin, the calculation gives 390.5 kJ/mol. As for the HOMO energy (spin up / spin down): -4.55 / -5.55 eV. The value obtained for the gap between HOMO and LUMO (spin up / spin down) is 6.776 / 8.124 eV. As for the charge: -1.

***

# 6
The following is a quantum chemistry calculation of a 2-piece molecular cluster, C3H10O2 overall in a non-equilibrium geometry, from the Open Molecules 2025 dataset.

XYZ file:
```
15
Properties=species:S:1:pos:R:3:forces:R:3:nbo_charge:R:1
C -1.11737 0.73737 -1.53491 0.30 -0.65 1.00 -0.62
C -0.48635 -0.12130 -0.35247 -0.99 0.24 -1.10 0.09
C 1.00807 -0.06766 -0.36356 0.75 0.99 -0.30 -0.63
O -0.93000 -1.48350 -0.49935 0.36 0.13 0.85 -0.72
H -0.68569 0.46262 -2.51203 -0.09 -0.03 0.46 0.21
H -0.93043 1.80971 -1.35672 -0.05 -0.43 -0.04 0.21
H -2.20721 0.57176 -1.57269 0.46 0.05 0.06 0.22
H -0.82990 0.29517 0.61625 -0.15 -0.16 -0.44 0.16
H 1.50671 -0.67828 0.40787 -0.32 0.19 -0.21 0.19
H 1.21545 0.99610 -0.15862 0.53 -0.39 -0.01 0.22
H 1.43501 -0.32617 -1.34718 -0.25 0.01 0.35 0.21
H -0.45886 -1.95022 0.22217 -0.56 0.02 -0.77 0.45
O 0.63192 0.26115 2.88960 0.58 -1.05 -0.17 -0.93
H 1.52603 -0.00133 3.20571 -0.96 0.25 -0.34 0.47
H 0.32258 -0.50548 2.35590 0.37 0.82 0.65 0.46
```
Positions in Å, forces in eV/Å.

The LUMO energy comes out at 0.5 eV. For the energy above the lowest of the compared OMol25 structures with the same formula, charge and spin, the calculation gives 29.0 kJ/mol. As for the HOMO energy: -10.34 eV. The value obtained for the gap between HOMO and LUMO is 10.889 eV.

***

Number 1: energy -1402.9287 Eh. Number 2: energy -394.8876 Eh. Number 3: energy -4085.1436 Eh. Number 4: energy -321.2999 Eh. Number 5: energy -2035.7004 Eh. Number 6: energy -270.7608 Eh.